DFT (wB97M-V/def2-TZVPD) results for a structure of composition C25H30BrI2N6O7SeTi.

Structure (XYZ):
```
73
Properties=species:S:1:pos:R:3:forces:R:3:mulliken_spin:R:1
Ti 0.175381 -0.382112 0.119214 -1.072 -0.741 -0.622 0.91
I -5.343064 -3.017863 4.955079 0.026 0.004 -0.012 0.00
C -3.644192 -2.464421 3.873565 -0.069 -0.032 0.053 0.00
C -2.386339 -2.785436 4.356417 0.052 0.000 -0.025 0.00
C -1.279175 -2.420042 3.612647 0.110 -0.077 -0.119 0.00
I 0.644267 -2.894409 4.287794 -0.082 0.010 -0.006 0.00
C -1.379550 -1.737324 2.389737 0.109 -0.161 -0.056 -0.01
O -0.285511 -1.458351 1.708288 0.084 0.773 0.185 -0.03
C -2.669826 -1.396400 1.941564 0.048 0.021 0.022 0.03
C -2.850424 -0.512158 0.737237 0.026 -0.049 0.036 0.02
N -1.963468 -0.836396 -0.393075 -0.089 0.089 -0.152 0.00
C -2.336595 -2.083795 -1.077922 0.020 0.014 0.036 0.01
C -1.459083 -3.262122 -0.756106 -0.071 -0.027 0.028 0.00
C -2.000735 -4.543856 -0.792353 -0.025 0.002 0.015 0.00
C -1.189276 -5.630006 -0.535809 0.051 0.001 0.015 0.00
C 0.145907 -5.400277 -0.236671 -0.039 -0.012 -0.016 0.00
C 0.593029 -4.093947 -0.219213 0.026 -0.002 0.016 0.01
N -0.177374 -3.037173 -0.481060 0.046 0.038 0.074 -0.01
C -3.780838 -1.774251 2.680735 -0.023 -0.011 -0.018 0.00
H -2.266436 -3.315771 5.290412 -0.006 0.001 0.002 0.00
H -2.638396 0.520493 1.017743 0.031 0.022 0.004 0.00
H -3.895063 -0.551458 0.412982 -0.023 -0.006 0.019 0.00
H -2.051791 -0.078134 -1.073744 -0.054 -0.017 -0.026 0.00
H -2.303796 -1.918319 -2.157985 0.043 0.035 0.000 0.00
H -3.367504 -2.345781 -0.827365 -0.044 0.010 -0.057 0.00
H -3.052622 -4.673151 -1.013284 0.018 0.001 0.006 0.00
H -1.588267 -6.635587 -0.557305 0.000 0.006 0.002 0.00
H 0.826793 -6.209926 -0.015554 -0.005 -0.001 -0.001 0.00
H 1.632255 -3.898244 0.024462 -0.013 0.021 -0.009 0.00
H -4.768821 -1.511354 2.321450 0.016 0.006 -0.006 0.00
N 2.238328 2.478579 -2.295366 -0.006 0.045 0.012 0.00
C 2.339575 1.614858 -1.117094 0.037 -0.011 -0.025 0.02
C 3.320874 0.484528 -1.401878 -0.062 -0.016 0.005 0.00
C 3.436621 -0.502621 -0.241996 -0.016 0.007 0.052 0.00
N 2.188476 -1.293369 -0.109707 0.120 -0.042 -0.021 0.01
C 3.721185 0.212018 1.074585 0.011 0.058 -0.041 0.00
C 2.719132 1.323990 1.360131 -0.134 -0.047 -0.017 0.00
N 1.373670 0.743016 1.594390 0.993 -0.624 -0.327 0.03
C 2.673671 2.316156 0.196226 0.070 0.015 -0.021 0.00
H 1.226234 1.481926 -3.492821 0.151 0.036 0.052 0.00
H 3.149892 2.816949 -2.587068 -0.030 0.002 -0.006 0.00
H 1.654343 3.287019 -2.105866 -0.001 0.038 0.033 0.00
H 1.338390 1.194217 -1.038730 0.110 0.088 0.036 -0.02
H 4.313051 0.912295 -1.584042 0.008 0.001 0.008 0.00
H 3.016538 -0.038633 -2.310485 0.006 0.013 -0.010 0.00
H 4.268328 -1.180024 -0.454323 -0.008 -0.040 -0.001 0.00
H 2.271684 -1.940837 0.670692 0.033 -0.026 -0.013 0.00
H 2.025428 -1.835087 -0.955760 0.005 0.002 -0.013 0.00
H 4.720613 0.650841 1.026448 0.002 -0.019 -0.008 0.00
H 3.734559 -0.508651 1.898818 -0.014 0.001 0.008 0.00
H 3.033155 1.855379 2.262286 0.013 0.021 0.007 0.00
H 0.740036 1.470671 1.866982 -0.679 0.701 0.550 0.00
H 1.423059 0.061001 2.349418 -0.100 0.071 0.026 0.00
H 3.655468 2.795968 0.115742 -0.015 0.010 -0.013 0.00
H 1.946527 3.106375 0.400919 -0.003 -0.005 0.010 0.00
Br -0.523144 7.939626 0.177698 -0.001 -0.010 0.003 0.00
C -0.733651 6.205865 -0.548335 0.016 0.105 0.030 0.00
C -0.935075 6.057336 -1.913285 -0.010 -0.117 -0.012 0.00
N -1.092455 4.867797 -2.484519 0.021 0.029 0.019 0.00
C -1.049966 3.784513 -1.706882 -0.040 -0.031 0.015 0.00
C -0.836927 3.845837 -0.331317 -0.078 0.323 -0.220 0.00
C -0.680803 5.092840 0.262350 0.002 -0.112 0.059 0.00
C -0.723000 2.608602 0.503071 -0.066 -0.041 -0.543 0.00
O -0.533853 2.705719 1.707809 -0.013 0.165 0.640 0.00
O -0.782390 1.508314 -0.157427 0.608 -0.587 0.227 0.02
H -0.970295 6.927100 -2.559007 -0.001 -0.010 -0.006 0.00
H -1.200780 2.823983 -2.189765 0.008 0.014 -0.012 0.00
H -0.521726 5.160137 1.330348 -0.001 0.023 -0.008 0.00
O 0.837903 0.827854 -4.130914 -0.186 -0.113 -0.008 0.00
Se -0.346812 -0.172279 -3.367129 0.334 -0.006 -0.050 0.00
O -1.640162 0.703613 -3.004823 -0.283 0.166 0.097 0.00
O 0.415861 -0.629429 -1.963860 0.112 0.127 0.172 0.01
O -0.551082 -1.416391 -4.337389 -0.006 -0.124 -0.074 0.00
```
Positions in Å, forces in eV/Å.

HOMO (alpha / beta): -8.05 / -8.06 eV
energy above the lowest of the compared OMol25 structures with the same formula, charge and spin: 0.00 kcal per mole
⟨S²⟩: 0.752
multiplicity: 2
total energy: -8246.35158 Eh
gap between HOMO and LUMO (alpha / beta): 7.945 / 7.963 eV